Computed, not measured: a structure of composition C31H62Br2N2O12P2S at a distorted geometry, with wB97M-V/def2-TZVPD.

Geometry (Å):
1 C -0.493915 -6.234584 -2.917354
2 C -1.440005 -5.053055 -3.068935
3 C -0.779317 -3.892186 -3.836837
4 C 0.042350 -3.039331 -2.834109
5 C -0.892477 -1.991898 -2.259842
6 C -0.463270 -1.332088 -0.924427
7 C -0.741899 -2.274064 0.255652
8 C -0.013713 -2.003472 1.588902
9 O -0.734805 -2.733543 2.617778
10 N -2.010868 -2.203001 2.896429
11 O -2.805334 -3.048262 2.945423
12 C 0.127603 -0.531034 1.995375
13 Br -1.356925 0.628680 1.550466
14 O 1.302455 0.069879 1.451835
15 S 2.492482 -0.197234 2.520634
16 O 2.249382 0.516187 3.714988
17 O 3.743390 0.102451 1.939668
18 C 2.312396 -2.017775 2.787926
19 Br 1.684726 -2.334894 4.613243
20 P 4.058616 -2.722813 2.817127
21 N 4.940445 -1.956877 3.875487
22 C 1.399323 -2.663362 1.699419
23 P 2.242245 -2.850057 0.020627
24 O 3.187885 -4.204834 0.116747
25 O 3.216584 -1.559284 -0.235265
26 H -0.336523 -6.721916 -3.872924
27 H 0.450133 -5.943916 -2.470219
28 H -0.947345 -6.970227 -2.257161
29 H -1.618507 -4.661791 -2.067539
30 H -2.407484 -5.328177 -3.474962
31 H -0.158642 -4.263594 -4.647702
32 H -1.581839 -3.283114 -4.248627
33 H 0.819151 -2.536405 -3.403944
34 H 0.421436 -3.735597 -2.106125
35 H -1.874229 -2.429413 -2.067302
36 H -1.030455 -1.178126 -2.964642
37 H 0.565239 -0.991415 -0.972445
38 H -1.071989 -0.441674 -0.878500
39 H -0.448907 -3.268580 -0.072062
40 H -1.817149 -2.324328 0.388109
41 H 0.185087 -0.491766 3.077039
42 H 4.672678 -2.574198 1.563640
43 H 3.987870 -4.072145 3.218703
44 H 5.709612 -1.519315 3.379525
45 H 1.246617 -3.680897 2.047352
46 H 2.614460 -4.921361 -0.204052
47 H 4.139631 -1.869649 -0.278810
48 C 1.282884 0.511462 -6.327011
49 C 2.804311 0.422524 -6.385116
50 C 3.097526 -0.564658 -5.264679
51 O 1.974854 -1.447446 -5.194013
52 C 0.902026 -0.919466 -5.981269
53 H 0.826204 0.858188 -7.253431
54 H 0.978789 1.182863 -5.521658
55 H 3.119184 0.006682 -7.345436
56 H 3.307076 1.378925 -6.248074
57 H 3.192550 -0.053659 -4.300492
58 H 4.003278 -1.147321 -5.438977
59 H 0.803137 -1.535433 -6.882458
60 H -0.027599 -0.983538 -5.413213
61 C -0.214270 3.207324 -1.893993
62 C 1.302158 3.063836 -1.799153
63 C 1.511525 1.632716 -2.271900
64 O 0.462062 1.356352 -3.208769
65 C -0.525631 2.395231 -3.141614
66 H -0.556698 4.235635 -1.962386
67 H -0.687783 2.750178 -1.022885
68 H 1.785023 3.762301 -2.487585
69 H 1.700613 3.240283 -0.801140
70 H 1.426810 0.926368 -1.440631
71 H 2.477626 1.481209 -2.756078
72 H -0.439767 3.008470 -4.046103
73 H -1.520480 1.949185 -3.120071
74 C -4.379663 6.208982 -0.217112
75 C -4.182680 6.904357 -1.559799
76 C -2.953920 6.187913 -2.101929
77 O -2.995226 4.856623 -1.579579
78 C -3.985454 4.777666 -0.548313
79 H -5.392484 6.288736 0.176980
80 H -3.691522 6.626331 0.522494
81 H -5.043131 6.716940 -2.205963
82 H -4.044649 7.981680 -1.482409
83 H -2.030578 6.665443 -1.754308
84 H -2.932991 6.147154 -3.191661
85 H -4.838905 4.211096 -0.934941
86 H -3.573858 4.241766 0.307956
87 C -8.253337 7.993448 3.799287
88 C -6.734939 7.875625 3.887678
89 C -6.508808 6.450889 3.403309
90 O -7.552802 6.166272 2.468536
91 C -8.553836 7.185391 2.544138
92 H -8.612556 9.019425 3.737513
93 H -8.715328 7.522349 4.669667
94 H -6.265590 8.585452 3.202455
95 H -6.335568 8.052139 4.884965
96 H -6.582425 5.733933 4.227807
97 H -5.541882 6.319817 2.915441
98 H -8.480314 7.807503 1.645305
99 H -9.540163 6.721380 2.563379
100 C 6.626312 -6.836797 6.421808
101 C 6.691134 -5.345384 6.733510
102 C 6.448492 -4.728804 5.364785
103 O 5.601525 -5.647034 4.647124
104 C 5.535698 -6.885943 5.361475
105 H 6.401703 -7.458797 7.287098
106 H 7.576503 -7.171127 5.998966
107 H 5.883247 -5.072473 7.416246
108 H 7.633120 -5.028988 7.178135
109 H 7.383360 -4.621941 4.804034
110 H 5.963453 -3.755350 5.416814
111 H 4.542765 -6.967144 5.817464
112 H 5.663693 -7.712684 4.661467

Cartesian forces (eV/Å) of the 3 atoms listed first:
C -0.838 -0.284 0.066
C 0.786 0.536 0.146
C -0.321 -0.163 0.642

Computed properties:
F_max: 3.3 eV/Å
DFT total energy: -8459.45649 a.u.